This record from OMol25 describes a molecular structure, C21H63AgB2F3N5O8PtS at a distorted geometry. The level of theory is ωB97M-V/def2-TZVPD.

CARTESIAN COORDINATES (ANGSTROEM)
Ag -1.413 1.292 -2.760
Pt -0.019 -2.223 2.383
B 0.070 1.286 2.382
H 0.933 0.643 2.459
H 0.145 2.238 2.884
H 0.083 1.595 1.349
H -0.821 0.739 2.649
B -1.037 -1.642 -0.682
H -0.005 -1.406 -0.475
H -1.312 -2.593 -0.253
H -1.741 -0.915 -0.306
H -1.223 -1.619 -1.744
C -4.590 -2.360 6.786
F -3.517 -3.041 7.148
F -5.527 -3.281 6.572
F -4.978 -1.585 7.804
S -4.217 -1.302 5.224
O -3.409 -0.198 5.784
O -3.391 -2.099 4.258
O -5.537 -0.944 4.721
C 5.042 2.841 -1.193
C 4.400 2.803 -2.576
C 5.249 2.163 -3.763
O 6.240 3.135 -4.021
C 6.848 3.042 -5.384
N 3.268 1.912 -2.441
H 5.973 3.405 -1.256
H 5.422 1.931 -0.728
H 4.460 3.455 -0.506
H 4.102 3.814 -2.854
H 4.626 2.125 -4.656
H 5.633 1.163 -3.561
H 7.440 3.929 -5.613
H 5.948 2.922 -5.987
H 7.602 2.257 -5.440
H 3.003 2.117 -1.488
H 3.613 0.980 -2.265
C -7.093 1.155 -5.801
C -5.736 1.915 -5.930
C -6.019 3.462 -6.174
O -4.674 4.003 -6.414
C -4.693 5.338 -6.840
N -5.040 1.603 -4.684
H -6.918 0.079 -5.806
H -7.736 1.311 -6.667
H -7.666 1.402 -4.907
H -5.278 1.486 -6.821
H -6.636 3.928 -5.406
H -6.526 3.467 -7.139
H -3.713 5.615 -7.229
H -4.949 6.052 -6.057
H -5.375 5.401 -7.688
H -5.251 0.759 -4.171
H -5.374 2.368 -4.115
C -1.771 5.715 -1.172
C -2.508 5.540 0.103
C -3.543 6.585 0.430
O -3.035 7.943 0.248
C -2.368 8.380 1.411
N -3.057 4.259 0.069
H -1.179 4.844 -1.452
H -1.082 6.559 -1.139
H -2.457 5.761 -2.018
H -1.852 5.765 0.944
H -4.047 6.643 1.394
H -4.324 6.472 -0.322
H -2.959 8.309 2.324
H -2.093 9.433 1.344
H -1.403 7.911 1.601
H -2.199 3.863 0.424
H -3.565 4.309 0.941
C 5.308 -3.272 -0.337
C 5.388 -3.386 1.216
C 6.807 -2.960 1.653
O 6.960 -2.753 3.024
C 8.027 -2.039 3.458
N 4.422 -2.457 1.833
H 5.567 -2.274 -0.693
H 4.244 -3.435 -0.508
H 5.926 -4.054 -0.777
H 5.312 -4.395 1.620
H 6.972 -1.995 1.174
H 7.563 -3.676 1.331
H 8.951 -2.515 3.131
H 8.140 -1.948 4.539
H 7.848 -1.011 3.143
H 4.680 -2.555 2.805
H 4.788 -1.556 1.561
C -2.270 -7.230 2.851
C -1.117 -6.938 3.851
C -0.587 -8.108 4.742
O -0.146 -9.244 3.925
C 0.261 -10.395 4.720
N -0.150 -6.318 3.000
H -2.009 -7.978 2.102
H -2.304 -6.415 2.128
H -3.189 -7.539 3.350
H -1.378 -6.147 4.555
H -1.217 -8.410 5.579
H 0.273 -7.679 5.257
H 1.217 -10.120 5.166
H 0.372 -11.215 4.011
H -0.495 -10.714 5.438
H 0.747 -6.666 3.306
H -0.155 -6.818 2.122

Values from the calculation:
gap between HOMO and LUMO (spin up / spin down) = 5.797 / 2.561 eV
max |F| = 0.098 Eh/bohr
E_tot = -74192.197 eV
2S+1 = 3